(1)
Density functional theory data (ωB97M-V/def2-TZVPD) for a molecular structure, C27H33ClLaN2O4.

## Properties
**LUMO (alpha / beta)**: 2.34 / 2.32 eV
**HOMO-LUMO gap (alpha / beta)**: 2.76 / 2.94 eV
**HOMO (alpha / beta)**: -0.42 / -0.62 eV
**M**: 623.93 g/mol

Structure (ORCA input):
```
! wB97M-V def2-TZVPD RIJCOSX def2/J DEFGRID3
* xyz -1 1
La -0.558 0.676 0.416
Cl -1.400 -1.683 1.238
N -1.640 0.014 -1.699
N 1.324 0.217 1.943
C -1.148 0.039 -2.930
C 2.620 0.365 1.710
C -3.123 0.269 -1.792
C -3.196 0.951 -3.155
C -3.599 1.195 -0.683
C -3.877 -1.049 -1.616
H -3.038 2.138 -0.680
H -3.507 0.707 0.302
H -4.663 1.410 -0.838
H -3.712 -1.737 -2.453
H -4.952 -0.835 -1.533
H -3.554 -1.535 -0.681
C 1.067 0.560 3.389
C 2.313 1.389 3.696
C 0.859 -0.728 4.188
C -0.212 1.374 3.545
H -0.194 2.286 2.933
H -0.316 1.663 4.598
H -1.103 0.776 3.287
H 1.766 -1.340 4.239
H 0.051 -1.319 3.726
H 0.546 -0.470 5.210
O 3.285 1.043 2.649
H 2.767 1.198 4.679
H 2.084 2.461 3.606
O -1.956 0.577 -3.847
H -3.199 2.044 -3.026
H -4.059 0.659 -3.770
C 0.133 -0.568 -3.382
C 3.397 -0.237 0.591
C 3.033 0.117 -0.877
H 3.313 -1.329 0.782
H 4.453 0.009 0.796
C 1.806 -0.317 -1.434
C 1.468 -0.048 -2.785
H 1.213 -1.080 -0.873
C 2.426 0.559 -3.604
C 3.665 0.987 -3.076
C 2.195 0.736 -5.077
C 3.969 0.725 -1.721
H 4.404 1.493 -3.726
C 5.343 1.076 -1.233
H 5.877 1.545 -2.061
H 5.922 0.212 -0.898
H 5.327 1.770 -0.392
H 2.065 -0.206 -5.617
H 3.067 1.246 -5.490
H 1.309 1.332 -5.299
H 0.133 -0.473 -4.483
H -0.012 -1.651 -3.185
O -3.006 4.107 1.963
C -2.770 2.912 2.047
O -1.844 2.261 1.328
C -3.513 2.069 3.042
C -3.716 0.675 2.954
C -4.457 -0.010 3.921
C -4.975 0.666 5.040
C -4.733 2.045 5.160
C -4.025 2.735 4.172
H -3.275 0.085 2.144
H -4.628 -1.088 3.809
H -5.532 0.119 5.796
H -5.114 2.583 6.040
H -3.853 3.812 4.269
*
```

***

(2)
Density functional theory data (ωB97M-V/def2-TZVPD) for 2 unconnected molecules or ions with the total composition C2H9N2O.

## Properties
**LUMO (alpha / beta)**: 0.86 / -2.10 eV
**Energy relative to the best compared isomer or geometry (same formula, charge and spin)**: 26.3 kcal/mol
**HOMO-LUMO gap (alpha / beta)**: 9.36 / 6.33 eV
**HOMO (alpha / beta)**: -8.50 / -8.44 eV
**M**: 77.11 g/mol

Structure (ORCA input):
```
! wB97M-V def2-TZVPD RIJCOSX def2/J DEFGRID3
* xyz 0 2
C 1.249 -1.315 1.645
O 1.359 -0.665 0.448
H 1.841 -2.226 1.667
H 0.217 -1.553 1.917
H 1.650 -0.645 2.411
N -1.252 0.255 0.036
C -1.018 1.188 -1.046
N 0.158 0.872 -1.871
H -1.929 0.459 0.747
H -0.424 -0.267 0.316
H -0.876 2.205 -0.688
H -1.809 1.019 -1.781
H -0.048 0.148 -2.531
H 0.882 0.524 -1.269
*
```

***

(3)
Density functional theory data (ωB97M-V/def2-TZVPD) for 2 unconnected molecules or ions with the total composition C5H10O.

## Properties
**LUMO**: 0.83 eV
**Energy relative to the best compared isomer or geometry (same formula, charge and spin)**: 41.2 kcal/mol
**SMILES string**: C=CCC.C=O
**HOMO-LUMO gap**: 10.67 eV
**HOMO**: -9.84 eV
**M**: 86.13 g/mol

Structure (ORCA input):
```
! wB97M-V def2-TZVPD RIJCOSX def2/J DEFGRID3
* xyz 0 1
C -1.254 1.183 0.013
C -1.380 -0.303 -0.331
C 0.277 -1.235 1.328
C -0.183 -1.132 0.084
C 2.215 0.541 -0.813
O 3.174 -0.173 -0.955
H -0.479 1.663 -0.598
H -0.985 1.321 1.066
H -2.198 1.711 -0.163
H -1.535 -0.410 -1.411
H -2.280 -0.712 0.149
H 1.117 -1.881 1.558
H -0.169 -0.702 2.164
H 0.321 -1.701 -0.696
H 1.446 0.663 -1.605
H 2.037 1.132 0.108
*
```

***

(4)
Density functional theory data (ωB97M-V/def2-TZVPD) for a gas-phase ion, C9H10N3O (charge +1).

## Properties
**LUMO (alpha / beta)**: -5.14 / -5.13 eV
**Energy relative to the best compared isomer or geometry (same formula, charge and spin)**: 145.0 kcal/mol
**HOMO-LUMO gap (alpha / beta)**: 5.63 / 5.63 eV
**HOMO (alpha / beta)**: -10.76 / -10.76 eV
**M**: 176.20 g/mol

Structure (ORCA input):
```
! wB97M-V def2-TZVPD RIJCOSX def2/J DEFGRID3
* xyz 1 1
C -2.845 1.089 -0.244
C 0.888 -1.360 -0.469
C -2.004 2.066 -0.590
C -0.191 -0.477 -0.240
C 0.167 0.944 -0.119
C 2.949 1.370 0.118
C 3.160 0.002 -0.177
C 4.500 -0.238 0.140
C -2.436 -0.002 0.654
N 2.257 -1.064 -0.474
N -1.424 -0.878 0.078
N -0.542 2.058 -0.290
O 3.054 2.418 0.612
H -3.827 1.238 -0.452
H 0.931 -2.345 -0.879
H -2.213 2.967 -1.085
H 4.703 -1.217 0.543
H 5.257 0.534 0.080
H -2.099 0.377 1.624
H -3.325 -0.689 0.783
H 2.705 -1.891 -0.569
H -1.455 -1.802 0.428
H -0.092 2.957 -0.362
*
```

***

(5)
Density functional theory data (ωB97M-V/def2-TZVPD) for 3 unconnected molecules or ions with the total composition C3H12NO2S.

## Properties
**LUMO**: -9.70 eV
**Energy relative to the best compared isomer or geometry (same formula, charge and spin)**: 161.7 kcal/mol
**HOMO-LUMO gap**: 4.65 eV
**HOMO**: -14.36 eV
**M**: 126.20 g/mol

Structure (ORCA input):
```
! wB97M-V def2-TZVPD RIJCOSX def2/J DEFGRID3
* xyz 1 1
C -2.542 -0.809 -0.335
O -3.551 0.014 0.163
C -1.092 -0.219 -0.204
C -0.052 -0.830 -1.099
S 1.416 0.233 -0.712
N -1.033 1.238 -0.214
H -2.720 -1.785 0.113
H -2.657 -0.938 -1.419
H -3.537 0.851 -0.324
H -0.780 -0.491 0.822
H 0.095 -1.884 -0.854
H -0.150 -0.745 -2.191
H 7.156 0.352 -0.559
H 7.311 0.174 0.142
H -0.070 1.467 -0.642
H -0.840 1.685 0.699
H 1.243 0.580 2.938
H 1.193 0.622 1.456
O 0.609 0.485 2.221
*
```

***

(6)
Density functional theory data (ωB97M-V/def2-TZVPD) for C6H9N2P in the gas phase.

## Properties
**LUMO (alpha / beta)**: 0.13 / 0.13 eV
**Energy relative to the best compared isomer or geometry (same formula, charge and spin)**: 94.4 kcal/mol
**HOMO-LUMO gap (alpha / beta)**: 7.22 / 7.23 eV
**HOMO (alpha / beta)**: -7.09 / -7.10 eV
**M**: 140.13 g/mol

Structure (ORCA input):
```
! wB97M-V def2-TZVPD RIJCOSX def2/J DEFGRID3
* xyz 0 1
C -2.214 -0.053 0.515
C -0.920 0.644 0.813
C -0.865 -0.469 -1.041
C 0.103 -0.434 1.418
C 0.667 1.357 -1.037
C 1.970 -0.989 -0.521
N -2.087 -0.675 -0.617
N -0.416 0.734 -0.520
P 0.464 -1.656 0.007
H -3.050 -0.104 1.098
H -0.993 1.585 1.330
H -0.661 -0.650 -2.040
H -0.338 -0.779 2.410
H 1.057 -0.015 1.509
H 1.112 2.151 -0.393
H 1.240 1.093 -1.826
H 2.448 -1.462 -1.272
H 2.482 -0.277 0.166
*
```

***

(7)
Density functional theory data (ωB97M-V/def2-TZVPD) for a molecular structure, C8H22AgBr3N2O2.

## Properties
**LUMO (alpha / beta)**: -0.71 / -2.03 eV
**Energy relative to the best compared isomer or geometry (same formula, charge and spin)**: 159.5 kcal/mol
**HOMO-LUMO gap (alpha / beta)**: 3.57 / 2.15 eV
**HOMO (alpha / beta)**: -4.28 / -4.18 eV
**M**: 525.86 g/mol

Structure (ORCA input):
```
! wB97M-V def2-TZVPD RIJCOSX def2/J DEFGRID3
* xyz -1 2
Ag -3.381 1.084 -0.231
Br -7.525 1.424 -3.057
Br -5.507 0.161 4.159
Br -3.141 6.092 0.577
C 1.998 -0.920 3.777
C 2.036 0.559 4.121
C 3.248 1.106 4.866
O 3.181 2.492 5.154
C 4.068 2.868 6.191
N 1.604 1.368 3.019
H 1.332 -1.193 2.959
H 1.651 -1.516 4.621
H 2.951 -1.335 3.450
H 1.210 0.869 4.761
H 4.116 1.000 4.215
H 3.500 0.429 5.683
H 4.584 2.088 6.751
H 3.475 3.420 6.919
H 4.764 3.654 5.899
H 2.433 1.347 2.442
H 1.748 2.314 3.342
C -2.064 -3.746 -5.171
C -1.632 -2.483 -4.269
C -1.573 -1.087 -5.000
O -1.359 0.027 -4.155
C -0.857 1.139 -4.953
N -2.524 -2.312 -3.154
H -2.352 -4.623 -4.591
H -1.312 -4.130 -5.860
H -2.983 -3.467 -5.685
H -0.637 -2.723 -3.895
H -2.525 -0.956 -5.515
H -0.760 -1.204 -5.716
H -0.777 2.090 -4.427
H -1.413 1.168 -5.890
H 0.114 0.840 -5.346
H -3.358 -2.778 -3.483
H -2.334 -3.066 -2.509
*
```

***

no.,largest force on an atom (eV/Å),DFT total energy (hartree)
1,3.06,-1950.98841
2,1.33,-266.23253
3,0.56,-271.68697
4,5.11,-587.98476
5,3.99,-724.43569
6,5.89,-684.71722
7,2.81,-8446.83980